This record from the OMol25 dataset describes a 8-piece molecular cluster, C44H99N2O7 overall. The level of theory is wB97M-V/def2-TZVPD.

Last columns: bonded neighbours and bond lengths (Å).
Cartesian coordinates (Å):
1 C -4.592 -1.116 0.445  C2 1.618, H33 1.146, H34 1.146, H35 1.149
2 C -5.572 -1.029 -0.839  C1 1.618, C3 1.636, H36 1.165, H37 1.156
3 C -5.476 -2.374 -1.766  C2 1.636, C4 1.628, H38 1.143, H39 1.157
4 C -3.901 -2.642 -2.077  C3 1.628, C5 1.614, H40 1.154, H41 1.157
5 C -3.335 -3.812 -1.119  C4 1.614, C6 1.627, H42 1.147, H43 1.163
6 C -2.435 -4.902 -1.924  C5 1.627, C7 1.619, H44 1.158, H45 1.151
7 C -1.722 -5.964 -0.932  C6 1.619, C8 1.610, H46 1.154, H47 1.160
8 C -0.622 -5.308 0.045  C7 1.610, C9 1.613, H48 1.160, H49 1.142
9 C 0.690 -4.753 -0.711  C8 1.613, C10 1.611, H50 1.157, H51 1.159
10 C 1.200 -3.362 -0.079  C9 1.611, C11 1.633, H52 1.160, H53 1.154
11 C 2.477 -3.529 0.926  C10 1.633, C12 1.620, H54 1.152, H55 1.154
12 C 3.684 -2.544 0.482  C11 1.620, C13 1.608, H56 1.161, H57 1.143
13 C 4.856 -2.412 1.576  C12 1.608, C14 1.605, H58 1.159, H59 1.157
14 C 4.490 -1.518 2.857  C13 1.605, C15 1.611, H60 1.158, H61 1.160
15 C 3.983 -0.032 2.494  C14 1.611, C16 1.638, H62 1.144, H63 1.159
16 C 5.026 1.141 2.962  C15 1.638, C17 1.631, H64 1.154, H65 1.141
17 C 5.158 2.190 1.721  C16 1.631, C18 1.636, H66 1.142, H67 1.159
18 C 3.667 2.817 1.475  C17 1.636, N19 1.489, H68 1.158, H69 1.141
19 N 3.764 4.109 0.742  C18 1.489, C20 1.466, C27 1.470
20 C 3.806 5.394 1.447  N19 1.466, N21 1.459, C24 1.582
21 N 3.779 5.531 2.900  C20 1.459, C22 1.525, H70 1.029
22 C 2.870 6.675 3.335  N21 1.525, C23 1.614, H71 1.159, H72 1.140
23 C 1.376 6.528 2.741  C22 1.614, H73 1.159, H74 1.157, H75 1.158
24 C 3.936 6.751 0.646  C20 1.582, C25 1.574, H76 1.145
25 C 3.977 6.781 -0.928  C24 1.574, C26 1.581, H77 1.139
26 C 3.926 5.356 -1.609  C25 1.581, C27 1.573, H78 1.138
27 C 3.843 4.057 -0.726  N19 1.470, C26 1.573, C28 1.616
28 C 3.850 2.672 -1.558  C27 1.616, C29 1.626, C30 1.603, H79 1.158
29 C 2.299 2.204 -1.691  C28 1.626, H80 1.157, H81 1.157, H82 1.144
30 C 4.636 2.751 -2.953  C28 1.603, C31 1.620, H83 1.142, H84 1.159
31 C 4.687 1.264 -3.594  C30 1.620, C32 1.611, H85 1.159, H86 1.159
32 C 5.737 0.280 -2.869  C31 1.611, H87 1.160, H88 1.148, H89 1.157
33 H -4.710 -2.148 0.931  C1 1.146
34 H -4.848 -0.323 1.232  C1 1.146
35 H -3.491 -0.995 0.139  C1 1.149
36 H -6.653 -0.941 -0.414  C2 1.165
37 H -5.309 -0.157 -1.550  C2 1.156
38 H -6.076 -2.247 -2.730  C3 1.143
39 H -5.937 -3.213 -1.116  C3 1.157
40 H -3.249 -1.710 -1.884  C4 1.154
41 H -3.855 -2.906 -3.203  C4 1.157
42 H -2.638 -3.315 -0.356  C5 1.147
43 H -4.170 -4.357 -0.520  C5 1.163
44 H -3.141 -5.464 -2.650  C6 1.158
45 H -1.662 -4.350 -2.575  C6 1.151
46 H -2.558 -6.375 -0.251  C7 1.154
47 H -1.324 -6.884 -1.517  C7 1.160
48 H -0.264 -6.164 0.740  C8 1.160
49 H -1.153 -4.519 0.677  C8 1.142
50 H 1.520 -5.553 -0.814  C9 1.157
51 H 0.359 -4.527 -1.798  C9 1.159
52 H 0.308 -2.936 0.528  C10 1.160
53 H 1.427 -2.654 -0.961  C10 1.154
54 H 2.776 -4.638 0.849  C11 1.152
55 H 2.114 -3.273 1.991  C11 1.154
56 H 4.171 -3.041 -0.448  C12 1.161
57 H 3.250 -1.552 0.115  C12 1.143
58 H 5.103 -3.491 1.920  C13 1.159
59 H 5.796 -2.034 1.017  C13 1.157
60 H 3.662 -2.051 3.468  C14 1.158
61 H 5.447 -1.394 3.499  C14 1.160
62 H 3.929 0.042 1.354  C15 1.144
63 H 2.946 0.160 2.975  C15 1.159
64 H 4.475 1.717 3.797  C16 1.154
65 H 6.034 0.723 3.295  C16 1.141
66 H 5.563 1.646 0.802  C17 1.142
67 H 5.910 3.027 1.998  C17 1.159
68 H 3.063 2.007 0.908  C18 1.158
69 H 3.190 2.878 2.510  C18 1.141
70 H 3.376 4.714 3.378  N21 1.029
71 H 2.765 6.538 4.481  C22 1.159
72 H 3.341 7.701 3.180  C22 1.140
73 H 1.039 5.420 2.690  C23 1.159
74 H 0.575 7.057 3.387  C23 1.157
75 H 1.288 7.023 1.698  C23 1.158
76 H 4.008 7.773 1.156  C24 1.145
77 H 4.054 7.749 -1.523  C25 1.139
78 H 3.955 5.346 -2.747  C26 1.138
79 H 4.374 1.846 -0.937  C28 1.158
80 H 2.018 2.236 -2.813  C29 1.157
81 H 2.161 1.119 -1.314  C29 1.157
82 H 1.600 2.879 -1.087  C29 1.144
83 H 5.652 3.270 -2.911  C30 1.142
84 H 3.972 3.370 -3.674  C30 1.159
85 H 4.918 1.353 -4.726  C31 1.159
86 H 3.655 0.739 -3.551  C31 1.159
87 H 5.147 -0.522 -2.276  C32 1.160
88 H 6.376 0.833 -2.092  C32 1.148
89 H 6.379 -0.269 -3.660  C32 1.157
90 C 9.010 2.827 0.216  C91 1.516, H93 1.094, H94 1.092, H95 1.094
91 C 9.402 1.901 1.351  C90 1.516, O92 1.423, H96 1.092, H97 1.094
92 O 8.282 1.123 1.759  C91 1.423, H98 0.967
93 H 8.197 3.491 0.526  C90 1.094
94 H 9.859 3.435 -0.103  C90 1.092
95 H 8.645 2.255 -0.642  C90 1.094
96 H 9.745 2.477 2.213  C91 1.092
97 H 10.206 1.226 1.044  C91 1.094
98 H 7.990 0.609 0.993  O92 0.967
99 C -6.681 -7.373 -1.829  C100 1.516, H102 1.093, H103 1.093, H104 1.094
100 C -5.844 -6.980 -0.628  C99 1.516, O101 1.423, H105 1.092, H106 1.095
101 O -6.193 -5.671 -0.193  C100 1.423, H107 0.967
102 H -6.533 -6.664 -2.648  C99 1.093
103 H -6.419 -8.375 -2.177  C99 1.093
104 H -7.747 -7.354 -1.580  C99 1.094
105 H -4.782 -6.978 -0.887  C100 1.092
106 H -5.997 -7.678 0.201  C100 1.095
107 H -7.131 -5.682 0.042  O101 0.967
108 C -2.897 8.271 4.856  C109 1.516, H111 1.093, H112 1.092, H113 1.094
109 C -2.581 8.094 3.384  C108 1.516, O110 1.424, H114 1.092, H115 1.095
110 O -2.108 6.774 3.137  C109 1.424, H116 0.967
111 H -2.009 8.084 5.464  C108 1.093
112 H -3.256 9.282 5.059  C108 1.092
113 H -3.660 7.556 5.176  C108 1.094
114 H -1.804 8.795 3.072  C109 1.092
115 H -3.470 8.269 2.769  C109 1.095
116 H -2.804 6.160 3.406  O110 0.967
117 C 0.676 -4.266 -6.550  C118 1.516, H120 1.093, H121 1.093, H122 1.094
118 C 0.158 -4.374 -5.130  C117 1.516, O119 1.424, H123 1.092, H124 1.095
119 O -0.262 -5.707 -4.859  C118 1.424, H125 0.968
120 H -0.099 -4.556 -7.264  C117 1.093
121 H 0.996 -3.246 -6.773  C117 1.093
122 H 1.522 -4.942 -6.706  C117 1.094
123 H -0.700 -3.714 -4.985  C118 1.092
124 H 0.933 -4.096 -4.408  C118 1.095
125 H 0.505 -6.284 -4.980  O119 0.968
126 C -4.457 7.231 9.403  C127 1.516, H129 1.093, H130 1.093, H131 1.094
127 C -3.420 6.916 8.343  C126 1.516, O128 1.423, H132 1.092, H133 1.095
128 O -2.713 8.096 7.981  C127 1.423, H134 0.967
129 H -5.163 7.982 9.038  C126 1.093
130 H -5.011 6.334 9.687  C126 1.093
131 H -3.982 7.648 10.297  C126 1.094
132 H -3.900 6.520 7.445  C127 1.092
133 H -2.702 6.174 8.707  C127 1.095
134 H -2.284 8.435 8.778  O128 0.967
135 C -3.035 -8.145 -6.743  C136 1.516, H138 1.093, H139 1.093, H140 1.094
136 C -1.661 -8.484 -7.287  C135 1.516, O137 1.422, H141 1.092, H142 1.095
137 O -0.923 -7.294 -7.534  C136 1.422, H143 0.968
138 H -3.583 -7.517 -7.451  C135 1.093
139 H -3.614 -9.052 -6.554  C135 1.093
140 H -2.953 -7.579 -5.811  C135 1.094
141 H -1.746 -9.030 -8.229  C136 1.092
142 H -1.102 -9.104 -6.578  C136 1.095
143 H -0.844 -6.820 -6.693  O137 0.968
144 C -10.981 0.385 0.156  C145 1.516, H147 1.093, H148 1.093, H149 1.094
145 C -9.537 0.740 0.447  C144 1.516, O146 1.423, H150 1.092, H151 1.095
146 O -8.671 0.051 -0.447  C145 1.423, H152 0.967
147 H -11.139 -0.692 0.254  C144 1.093
148 H -11.657 0.904 0.840  C144 1.093
149 H -11.246 0.654 -0.871  C144 1.094
150 H -9.270 0.450 1.466  C145 1.092
151 H -9.369 1.817 0.340  C145 1.095
152 H -8.907 0.320 -1.345  O146 0.967

Properties
Total energy, eV: -64529.7340
HOMO energy, eV: -10.9
Molecular weight, g/mol: 768.3
Gap between HOMO and LUMO, eV: 7.31
Relative energy (zero: lowest compared OMol25 entry of this formula, charge and spin), eV: 5.752
Spin multiplicity: 1
Total charge: +1